(1)
The following is a DFT calculation (the ωB97M-V functional and the def2-TZVPD basis) of C26H25N5O3SSeTl as an isolated structure.

The geometry in XYZ format:
```
62
Properties=species:S:1:pos:R:3:forces:R:3
Tl 1.081454 0.350314 1.633741 -0.63 -0.31 1.76
C 1.636256 -1.275733 -1.135281 0.15 0.06 -0.08
N 0.496006 -0.605662 -0.506830 -0.27 -0.22 0.18
C -0.062659 0.488442 -1.331796 0.07 0.34 0.03
C -0.445377 1.718036 -0.531991 0.06 0.11 -0.02
C -1.469242 2.728056 -1.163898 -0.06 0.19 -0.12
C -1.075021 4.123242 -0.929357 0.16 -0.09 0.02
C -0.134050 4.472916 -0.034816 0.06 0.03 -0.10
C 0.724268 3.467215 0.533151 0.09 -0.04 -0.20
N 0.669153 2.220722 0.200636 -0.08 -0.36 0.43
C -0.539195 -1.574285 -0.052851 -0.08 -0.21 -0.14
C 0.027579 -2.582892 0.912808 0.18 0.09 0.04
C -0.113740 -3.950263 0.765067 -0.10 0.03 0.02
C 0.438142 -4.780961 1.730811 0.00 -0.01 0.01
C 1.115504 -4.223631 2.802369 0.01 -0.03 0.00
C 1.226015 -2.844916 2.872689 -0.05 -0.01 0.01
N 0.691216 -2.056134 1.945909 0.00 0.15 -0.28
C 2.965522 -1.115263 -0.414458 0.03 -0.08 -0.05
C 4.120386 -1.565492 -1.039926 0.04 -0.04 0.08
C 5.327996 -1.474017 -0.373188 0.00 0.03 0.07
C 5.360027 -0.930057 0.906954 -0.03 -0.02 -0.11
C 4.179174 -0.474872 1.450548 0.09 0.04 0.09
N 3.013667 -0.568252 0.795783 0.31 0.15 -0.25
H 1.795711 -0.908776 -2.150621 -0.15 0.03 -0.01
H 1.423066 -2.342375 -1.235815 0.08 -0.02 0.09
H -0.887182 0.141481 -1.959118 -0.06 -0.07 0.12
H 0.741418 0.828714 -1.986645 -0.05 -0.09 -0.11
H -2.616578 3.409668 -2.787340 0.01 0.00 -0.03
H -1.559706 4.886786 -1.526878 -0.04 0.01 0.04
H 0.099269 5.509978 0.156251 0.00 0.00 0.03
H 1.555468 3.770174 1.160906 -0.08 0.02 0.10
H -1.026637 -2.074460 -0.895002 0.16 0.03 -0.11
H -1.293512 -1.012784 0.483442 -0.12 -0.07 -0.12
H -0.656698 -4.355020 -0.078617 0.01 0.00 0.00
H 0.344038 -5.854947 1.641965 -0.02 0.00 0.01
H 1.559213 -4.842425 3.568808 -0.01 0.01 0.01
H 1.749993 -2.349489 3.680989 -0.03 0.03 0.01
H 4.065557 -1.983942 -2.036544 -0.01 -0.01 0.01
H 6.238573 -1.819044 -0.844105 0.00 -0.01 0.00
H 6.282295 -0.846173 1.462508 -0.01 0.01 0.01
H 4.143102 -0.019827 2.433097 -0.03 -0.02 0.02
C -3.358217 1.320405 -4.327986 -0.06 0.00 0.05
C -3.074746 1.383853 -2.845625 -0.02 0.00 -0.04
C -3.706326 0.527082 -2.034381 0.05 -0.03 0.07
C -3.539712 0.257821 -0.607903 -0.06 0.19 -0.08
C -2.755485 0.888639 0.256767 0.11 -0.21 0.46
C -1.783535 1.969857 0.083926 -0.26 0.18 -0.19
C -2.092102 2.483212 -2.528869 0.14 -0.14 0.02
S -2.664428 0.406407 1.985855 0.14 0.03 -0.15
O -3.204527 -0.920393 2.103984 0.09 -0.09 -0.09
O -3.274465 1.470071 2.728441 0.05 0.01 0.03
O -1.161276 0.416642 2.170680 0.06 -0.07 -0.06
H -4.357956 0.937682 -4.523526 0.00 -0.01 -0.01
H -2.646666 0.647709 -4.814941 0.04 0.06 -0.03
H -3.260715 2.296409 -4.804403 -0.04 0.01 0.00
H -4.451597 -0.100656 -2.511576 0.07 -0.07 -0.02
H -4.120294 -0.564582 -0.203120 -0.04 0.02 -0.01
H -1.698580 2.566998 0.986492 -0.04 0.12 -0.07
H -1.279775 2.415228 -3.264223 -0.03 0.06 -0.04
Se -0.774106 1.009404 5.603895 0.29 -0.09 -0.11
C 0.540791 0.601050 4.559686 -0.25 0.17 0.08
N 1.473247 0.303111 3.863471 0.18 0.24 -1.26
```
Forces are in eV/Å.

Results
* relative energy (zero: lowest compared OMol25 entry of this formula, charge and spin): 85.4 kcal/mol
* HOMO-LUMO gap: 6.164 eV
* highest occupied orbital energy: -10.345 eV
* charge: +1
* spin multiplicity: 1

Atomic partial charges in e from the Löwdin method, atoms 1 to 5: atom 1 (Tl): 1.0979, atom 2 (C): -0.0869, atom 3 (N): -0.1682, atom 4 (C): -0.0546, atom 5 (C): -0.3095

(2)
The following is a DFT calculation (the ωB97M-V functional and the def2-TZVPD basis) of a single C4H8N2O molecule.

The geometry in XYZ format:
```
15
Properties=species:S:1:pos:R:3:forces:R:3
C -1.706950 0.753885 0.757678 -0.14 0.10 -0.02
N -0.372427 0.166068 0.828324 -0.04 -0.20 0.04
C 0.210658 -0.153158 -0.468536 0.04 0.11 -0.04
C -0.362371 -1.378295 -1.072005 -0.39 -0.88 -0.40
N -0.806652 -2.361531 -1.491956 0.44 1.01 0.43
C 1.732503 -0.276008 -0.298600 -0.05 -0.31 -0.19
O 2.233344 0.916968 0.234001 -0.08 0.09 0.22
H -2.391263 0.211736 0.087048 0.10 0.04 0.12
H -2.144527 0.767702 1.759437 0.07 0.02 -0.16
H -1.626539 1.789379 0.410278 -0.04 -0.16 0.02
H -0.395952 -0.676658 1.396305 0.03 0.11 -0.05
H 0.014164 0.688646 -1.143431 0.01 -0.12 0.08
H 2.213880 -0.445516 -1.265434 -0.08 0.00 0.10
H 1.947590 -1.144854 0.345650 -0.01 0.14 -0.07
H 1.626348 1.140713 0.958775 0.14 0.05 -0.07
```
Forces are in eV/Å.

Results
* relative energy (zero: lowest compared OMol25 entry of this formula, charge and spin): 39.9 kcal/mol
* HOMO-LUMO gap: 11.014 eV
* highest occupied orbital energy: -10.180 eV
* SMILES string: CN[C@H](C#N)CO
* spin multiplicity: 1

Atomic partial charges in e from the Löwdin method, atoms 1 to 5: atom 1 (C): -0.1102, atom 2 (N): -0.0971, atom 3 (C): -0.3472, atom 4 (C): -0.1727, atom 5 (N): 0.1544

(3)
The following is a DFT calculation (the ωB97M-V functional and the def2-TZVPD basis) of C4H7NO2 as an isolated structure.

The geometry in XYZ format:
```
14
Properties=species:S:1:pos:R:3:forces:R:3
C 1.087847 0.266708 -1.131839 0.05 0.01 -0.07
C 0.382579 -0.318357 0.064616 0.08 0.24 -0.01
C 1.081524 -0.226488 1.351282 0.11 -0.10 -0.03
O 2.269738 0.011534 1.464559 -0.32 -0.02 0.00
C -1.064010 -0.281114 0.174349 -0.01 0.02 -0.01
O -1.472304 -1.379969 0.695001 -0.02 0.09 -0.10
N -1.899375 0.668702 -0.231419 -0.01 -0.01 0.01
H 0.985048 1.361602 -1.173666 0.05 -0.13 -0.02
H 2.155310 0.054010 -1.038568 -0.14 0.05 -0.05
H 0.722178 -0.150710 -2.075964 0.05 0.06 0.15
H -0.265475 -1.627659 0.452784 -0.07 -0.07 0.14
H 0.459793 -0.440036 2.249952 0.07 0.04 -0.12
H -1.546577 1.551413 -0.566143 0.00 -0.15 0.06
H -2.896278 0.510363 -0.234944 0.16 -0.03 0.04
```
Forces are in eV/Å.

Results
* relative energy (zero: lowest compared OMol25 entry of this formula, charge and spin): 63.2 kcal/mol
* HOMO-LUMO gap: 9.081 eV
* highest occupied orbital energy: -8.624 eV
* spin multiplicity: 1

Atomic partial charges in e from the Löwdin method, atoms 1 to 5: atom 1 (C): -0.0593, atom 2 (C): -0.2840, atom 3 (C): -0.2913, atom 4 (O): 0.0105, atom 5 (C): -0.4897

(4)
The following is a DFT calculation (the ωB97M-V functional and the def2-TZVPD basis) of a 2-piece molecular cluster, C6H3Cl3NO2 overall.

The geometry in XYZ format:
```
15
Properties=species:S:1:pos:R:3:forces:R:3
C -0.965043 1.297187 -0.019503 -0.68 -1.12 0.81
C -0.161264 0.371811 0.638573 1.07 0.69 -0.29
C -2.253080 0.814289 -0.364556 0.60 -1.24 0.44
C 3.489618 -0.198439 -0.928590 0.15 0.00 0.11
C -0.522803 -0.970219 0.815733 -0.41 -0.52 0.64
C -1.626969 -1.443739 0.213001 -3.31 4.20 -1.82
N -2.658732 -0.413678 -0.343755 2.80 -3.64 1.18
O 4.047072 0.617662 -1.556202 0.60 0.06 -1.29
O 3.079659 -1.271361 -0.674354 -0.24 -0.59 -0.09
Cl -3.460571 1.958296 -0.837936 -0.35 0.53 -0.26
Cl 2.968475 1.084599 0.792518 -0.15 0.58 1.33
Cl -2.001345 -3.071792 -0.038823 -0.36 -0.34 0.15
H -0.909733 2.360998 -0.174553 1.16 0.08 0.16
H 0.910936 0.433889 0.959420 -0.98 1.38 -0.25
H 0.063783 -1.569500 1.519033 0.10 -0.07 -0.82
```
Forces are in eV/Å.

Results
* HOMO-LUMO gap: 8.131 eV
* highest occupied orbital energy: -5.216 eV
* charge: -1
* spin multiplicity: 1

Atomic partial charges in e from the Löwdin method, atoms 1 to 5: atom 1 (C): -0.0760, atom 2 (C): -0.0843, atom 3 (C): -0.8180, atom 4 (C): -0.8396, atom 5 (C): -0.1376

E / Ha: -4477.05994 -341.94009 -361.78017 -1816.33636